Computed, not measured: a structure of composition C4H4IrO2 in a non-equilibrium geometry, with the ωB97M-V functional and the def2-TZVPD basis.

Structure (XYZ):
```
11
Properties=species:S:1:pos:R:3:mulliken_spin:R:1
C -0.997 -1.869 -0.455 0.433
O -0.247 -2.242 -1.300 0.053
H 0.260 -3.085 -1.394 -0.005
C -1.120 -0.181 0.457 0.320
C -0.243 0.786 -0.071 0.433
C 1.057 1.082 0.010 0.373
O 1.811 1.911 0.467 0.362
Ir 2.236 3.120 1.716 2.975
H -2.191 0.058 0.357 0.024
H -0.936 -0.502 1.493 0.007
H 0.371 0.922 -1.279 0.025
```

2S+1: 6
LUMO energy (spin up / spin down), Ha: -0.7568 / -0.8499
Total charge: +4
HOMO-LUMO gap (spin up / spin down), eV: 6.86 / 7.21
Relative energy (zero: lowest compared OMol25 entry of this formula, charge and spin), kcal per mole: 29.1
Highest occupied orbital energy (spin up / spin down), eV: -27.5 / -30.3


Computed, not measured: a structure of composition C3H3CrFO in a non-equilibrium geometry, with the ωB97M-V functional and the def2-TZVPD basis.

Structure (XYZ):
```
9
Properties=species:S:1:pos:R:3:mulliken_spin:R:1
H -0.244 -1.264 1.099 -0.004
H 1.315 -1.341 0.030 0.000
O -0.466 -0.550 -1.992 0.007
C 0.852 -0.659 0.747 -0.015
C -0.310 0.083 0.270 -0.064
C -0.781 0.260 -1.117 -0.207
H 1.566 -0.032 1.296 -0.002
F -0.548 1.266 0.962 0.009
Cr -1.383 2.238 -1.294 4.276
```

2S+1: 5
LUMO energy (spin up / spin down), Ha: -0.4505 / -0.4460
Total charge: +2
HOMO-LUMO gap (spin up / spin down), eV: 7.79 / 7.80
Highest occupied orbital energy (spin up / spin down), eV: -20.1 / -19.9


Computed, not measured: a structure of composition C20H36F6N3O11Zr in a non-equilibrium geometry, with the ωB97M-V functional and the def2-TZVPD basis.

Structure (XYZ):
```
77
Properties=species:S:1:pos:R:3:lowdin_charge:R:1
C 0.753 4.201 -3.481 -0.057
C 0.841 3.077 -2.468 -0.188
N -0.458 2.524 -2.147 -0.024
C -1.170 1.610 -2.912 0.003
C -2.223 1.226 -2.170 0.005
N -2.230 1.993 -1.023 -0.048
C -1.074 2.642 -0.980 -0.015
C -3.140 1.962 0.090 0.012
H 1.756 4.586 -3.641 0.088
H 0.078 4.987 -3.123 0.085
H 0.243 3.950 -4.411 0.084
H 1.471 3.296 -1.613 0.110
H 1.482 2.314 -2.928 0.132
H -0.739 1.147 -3.785 0.118
H -2.893 0.402 -2.346 0.128
H -0.611 3.132 -0.135 0.148
H -3.814 1.112 0.049 0.105
H -3.803 2.832 0.105 0.107
H -2.636 2.040 1.050 0.074
Zr 2.028 0.905 2.514 2.136
C 1.346 -4.964 2.296 -0.495
O 2.463 -4.135 2.029 -0.079
O 1.156 -4.909 3.579 0.012
C 0.115 -4.514 1.475 -0.556
F -1.006 -5.087 1.907 0.158
F -0.098 -3.175 1.565 0.108
F 0.251 -4.826 0.173 0.126
C 3.117 -4.170 0.774 -0.273
C 4.501 -3.520 0.863 -0.070
H 4.279 -2.483 1.148 0.050
H 5.024 -4.002 1.684 0.078
H 5.028 -3.336 -0.069 0.076
H 2.578 -3.516 0.075 0.108
H 3.227 -5.193 0.402 0.123
H 1.531 -6.017 1.971 0.181
C 1.367 4.152 2.177 -0.375
O -0.032 3.870 2.274 -0.115
O 1.988 2.955 1.950 -0.309
C 1.514 5.219 1.106 -0.576
F 2.824 5.486 0.951 0.160
F 1.037 4.802 -0.068 0.147
F 0.908 6.349 1.434 0.192
C -0.718 4.559 3.296 -0.258
C -2.144 4.033 3.398 -0.055
H -2.507 4.228 4.406 0.086
H -2.858 4.368 2.648 0.076
H -2.089 2.941 3.327 0.068
H -0.703 5.647 3.195 0.125
H -0.319 4.366 4.302 0.127
H 1.671 4.510 3.167 0.170
O -1.771 -0.375 1.877 0.195
C -0.575 0.039 2.187 -0.720
O 0.007 1.078 1.694 -0.158
O 0.216 -0.595 2.931 -0.034
H -1.757 -1.215 2.390 0.169
O 4.706 -2.082 3.750 0.134
C 3.468 -1.727 4.069 -0.726
O 2.885 -0.879 3.208 -0.259
O 2.850 -2.144 4.994 0.156
H 4.968 -2.769 4.377 0.148
C -1.521 -3.227 -5.329 -0.068
C -1.830 -2.177 -4.269 -0.434
C -2.246 -2.826 -2.965 -0.190
O -2.491 -1.789 -2.011 -0.224
C -2.740 -2.358 -0.744 -0.099
N -0.692 -1.240 -4.170 0.048
H -2.385 -3.887 -5.426 0.085
H -0.573 -3.763 -5.241 0.083
H -1.415 -2.766 -6.316 0.084
H -2.719 -1.676 -4.668 0.137
H -1.474 -3.537 -2.646 0.140
H -3.204 -3.333 -3.121 0.136
H -1.847 -2.787 -0.284 0.078
H -3.521 -3.130 -0.769 0.101
H -3.196 -1.615 -0.084 0.074
H 0.165 -1.760 -4.345 0.076
H -0.620 -1.039 -3.170 0.052
```

2S+1: 1
LUMO energy, Ha: -0.2415
Total charge: +1
HOMO-LUMO gap, eV: 2.37
Highest occupied orbital energy, eV: -8.9


Computed, not measured: the ion C3H6N3O4 with charge +1 in a non-equilibrium geometry, with the ωB97M-V functional and the def2-TZVPD basis.

Structure (XYZ):
```
16
Properties=species:S:1:pos:R:3:lowdin_charge:R:1
C -2.242 1.701 0.202 0.145
C -0.967 -0.387 -0.070 -0.298
C -1.286 -1.782 -0.171 0.060
N 2.248 0.929 -0.146 0.061
N 3.034 -0.234 0.070 -0.416
N 0.984 1.100 -0.001 0.122
O -1.970 0.439 -0.018 0.087
O 2.381 -1.171 0.336 0.153
O 4.186 -0.071 -0.087 0.176
O 0.301 -0.106 0.041 0.064
H -1.591 2.484 0.333 0.073
H -3.351 1.776 0.225 0.130
H -2.296 -1.778 -0.599 0.120
H -0.729 -2.558 -0.778 0.149
H -1.453 -2.252 0.794 0.124
H 2.752 1.911 -0.132 0.248
```

2S+1: 1
LUMO energy (spin up / spin down), Ha: -0.2014 / -0.2047
Total charge: +1
HOMO-LUMO gap (spin up / spin down), eV: 7.90 / 7.69
Relative energy (zero: lowest compared OMol25 entry of this formula, charge and spin), kcal per mole: 178.1
Highest occupied orbital energy (spin up / spin down), eV: -13.4 / -13.3


Computed, not measured: the ion C2H6NO with charge -1 in a non-equilibrium geometry, with the ωB97M-V functional and the def2-TZVPD basis.

Structure (XYZ):
```
10
Properties=species:S:1:pos:R:3:lowdin_charge:R:1
N -0.434 -0.180 1.411 -0.085
C 0.199 0.625 0.283 -0.396
C 0.110 -0.193 -0.932 -0.539
O -1.195 -0.658 -1.070 -0.380
H -1.159 -0.426 0.656 0.015
H 0.102 -1.121 1.247 0.063
H -0.207 1.625 0.228 0.073
H 1.159 0.954 0.770 0.084
H 0.368 0.226 -1.928 0.076
H 1.056 -0.851 -0.666 0.089
```

2S+1: 1
LUMO energy, Ha: 0.1810
SMILES: NCC[O-]
Total charge: -1
HOMO-LUMO gap, eV: 7.62
Relative energy (zero: lowest compared OMol25 entry of this formula, charge and spin), kcal per mole: 27.4
Highest occupied orbital energy, eV: -2.7


Computed, not measured: a structure of composition C9H16N3OPdS4 in a non-equilibrium geometry, with the ωB97M-V functional and the def2-TZVPD basis.

Structure (XYZ):
```
34
Properties=species:S:1:pos:R:3:lowdin_charge:R:1
Pd -0.046 -0.123 -0.452 0.144
N -2.078 -0.989 -2.249 0.160
C -3.488 -1.016 -1.750 -0.289
C -3.938 0.389 -1.372 -0.098
C -3.183 0.985 -0.180 -0.342
N -1.862 1.492 -0.625 0.015
C -3.024 0.004 0.998 -0.093
C -2.853 -1.497 0.690 -0.344
N -1.421 -1.853 0.551 0.016
C -3.624 -1.949 -0.554 -0.098
H -1.988 -0.395 -3.070 0.156
H -1.742 -1.921 -2.483 0.154
H -1.381 -0.581 -1.463 0.018
H -4.111 -1.387 -2.565 0.155
H -4.997 0.328 -1.119 0.137
H -3.862 1.066 -2.230 0.128
H -3.788 1.819 0.187 0.144
H -1.442 2.028 0.127 0.072
H -1.978 2.139 -1.397 0.098
H -3.896 0.114 1.644 0.129
H -2.157 0.324 1.581 0.092
H -3.283 -2.039 1.537 0.144
H -1.328 -2.839 0.336 0.097
H -0.957 -1.720 1.443 0.072
H -4.686 -1.988 -0.308 0.137
H -3.328 -2.968 -0.821 0.128
O 6.170 1.394 1.871 0.005
C 5.084 1.125 1.467 -0.978
S 4.757 0.504 -0.171 0.993
C 3.019 0.379 -0.005 -1.139
C 2.477 0.762 1.233 -1.142
S 0.849 0.721 1.650 0.654
S 3.601 1.311 2.445 1.003
S 2.152 -0.199 -1.322 0.675
```

2S+1: 1
LUMO energy (spin up / spin down), Ha: -0.1839 / -0.1836
Total charge: +1
HOMO-LUMO gap (spin up / spin down), eV: 5.27 / 5.28
Relative energy (zero: lowest compared OMol25 entry of this formula, charge and spin), kcal per mole: 26.6
Highest occupied orbital energy (spin up / spin down), eV: -10.3 / -10.3